{"formula": "C9H14N3O2S", "method": "ωB97M-V with the def2-TZVPD basis set", "charge": 1, "molar_mass_g_mol": 228.30, "s2": 2.011, "multiplicity": 3, "e_above_lowest_kcal_mol": 117.6, "species": ["C", "C", "C", "C", "C", "C", "C", "C", "C", "N", "N", "N", "O", "O", "S", "H", "H", "H", "H", "H", "H", "H", "H", "H", "H", "H", "H", "H", "H"], "positions_angstrom": [[1.319449, 1.213180, -0.616699], [2.554534, 0.617845, -0.386259], [2.216388, -0.353621, 0.568490], [4.033113, 0.609835, -0.661118], [3.281789, -1.420511, 0.510308], [-3.107122, -1.486142, -0.191200], [-4.280599, -1.030463, -1.178896], [-4.036774, -0.341788, 0.122623], [-4.342468, 0.541275, 1.018402], [0.983399, -0.316578, 0.985117], [0.423889, 0.711313, 0.243816], [4.473154, -0.607659, 0.144568], [-0.864192, 2.306292, 1.929952], [-1.538210, 2.001138, -0.394474], [-1.191974, 1.310975, 0.953869], [0.890115, 1.760047, -1.408644], [4.359378, 0.386175, -1.771172], [4.422340, 1.570403, -0.259900], [3.426505, -2.080198, 1.367712], [2.999916, -2.165679, -0.306830], [-3.309276, -2.489638, 0.206293], [-2.067958, -1.295196, -0.294060], [-4.203760, -0.461917, -2.082411], [-5.018071, -1.734218, -1.354287], [-2.315890, 2.407428, -0.671920], [-3.897245, 0.559740, 2.025545], [-5.212935, 1.125010, 0.963556], [5.061292, -1.072425, -0.446886], [4.941210, -0.264637, 0.984516]], "atomic_forces_ev_per_a": [[0.8208, 0.3619, -0.3855], [-1.0037, -0.1490, 0.1073], [0.7552, -0.2941, -0.6015], [-0.8781, 0.6445, -2.3051], [-1.6970, -1.5691, 0.1182], [-2.0529, 0.5065, -0.4302], [2.2390, 1.6756, 1.2891], [0.4061, -3.1449, -1.3126], [0.0850, 0.1171, 2.0146], [-1.1766, 0.5760, -0.0100], [3.6341, -2.6143, -1.0034], [-1.6130, 2.0112, 1.5804], [1.2339, 1.9994, 2.4846], [3.8785, -1.2280, -1.6324], [-4.9964, -1.0660, 0.8731], [0.2331, 1.2031, -0.6128], [-0.6168, 0.7797, 2.1548], [0.5404, -0.9658, -0.4290], [0.4134, 0.5615, 0.2581], [0.6669, 1.2218, 0.6224], [-0.0443, 0.6388, 0.1562], [0.7532, 0.2468, -0.6576], [0.9023, 0.4002, -0.3925], [-1.5620, -1.3975, 0.5174], [-2.7356, 0.8400, 0.2210], [0.2062, -0.0574, -0.6978], [-0.9878, 0.9639, -0.4863], [2.3993, -1.8878, -1.3838], [0.1967, -0.3742, -0.0565]]}



{"formula": "C41H35F2NO5PtS", "method": "ωB97M-V with the def2-TZVPD basis set", "charge": -2, "molar_mass_g_mol": 886.87, "e_above_lowest_kcal_mol": 25.4, "species": ["Pt", "O", "C", "C", "C", "C", "C", "C", "C", "C", "C", "O", "C", "C", "C", "C", "C", "C", "C", "C", "C", "C", "C", "C", "N", "C", "C", "C", "C", "C", "C", "C", "C", "C", "C", "C", "C", "H", "H", "H", "H", "H", "H", "H", "H", "H", "H", "H", "H", "H", "H", "H", "H", "H", "H", "H", "H", "H", "H", "H", "H", "H", "H", "H", "C", "C", "C", "C", "C", "C", "C", "S", "O", "O", "O", "H", "H", "H", "H", "H", "H", "H", "F", "C", "F", "H"], "positions_angstrom": [[-0.363754, -0.537160, 0.520943], [-0.385112, 0.845270, 2.005236], [-1.422886, 1.720865, 2.228840], [-2.825968, 1.091042, 2.053195], [-3.279862, 0.779965, 0.644036], [-4.630231, 0.641101, 0.346204], [-5.006511, 0.279643, -0.937650], [-4.026968, 0.057693, -1.889725], [-2.694458, 0.229839, -1.529782], [-1.550678, -0.045617, -2.462403], [-0.886891, -1.472074, -2.283468], [-0.019727, -1.551606, -1.213412], [-2.029466, -2.494454, -2.242766], [-2.843418, -2.690504, -3.359884], [-3.901030, -3.584648, -3.326633], [-4.158906, -4.306748, -2.165282], [-3.341800, -4.129415, -1.059635], [-2.277448, -3.233649, -1.098488], [0.004548, -1.781873, -3.501145], [0.481823, -0.813471, -4.375374], [1.335587, -1.151183, -5.421561], [1.732589, -2.465295, -5.602614], [1.283478, -3.438719, -4.716529], [0.433763, -3.096878, -3.678932], [-2.352001, 0.595634, -0.292699], [-1.257151, 2.225182, 3.682687], [-2.266512, 2.857327, 4.405431], [-2.060615, 3.282730, 5.712767], [-0.826711, 3.094442, 6.316950], [0.192619, 2.485177, 5.595994], [-0.016234, 2.049826, 4.294951], [-1.299916, 2.963517, 1.310257], [-0.126405, 3.157502, 0.587966], [0.015296, 4.266219, -0.235074], [-1.006481, 5.199940, -0.352695], [-2.179073, 5.015218, 0.366488], [-2.318617, 3.906334, 1.191121], [-3.600021, 1.721354, 2.496127], [-2.812243, 0.156191, 2.621768], [-5.367224, 0.805306, 1.123743], [-6.053904, 0.157741, -1.189092], [-4.277991, -0.244985, -2.898263], [-0.764098, 0.684372, -2.250648], [-1.888729, 0.074925, -3.494487], [-2.638512, -2.133689, -4.269242], [-4.523678, -3.719954, -4.204453], [-4.988219, -5.004425, -2.128827], [-3.524499, -4.688892, -0.149498], [-1.631521, -3.103902, -0.244301], [0.206387, 0.223349, -4.237811], [1.694429, -0.376176, -6.089225], [2.394575, -2.730664, -6.418991], [1.602366, -4.468233, -4.832856], [0.098819, -3.849923, -2.976289], [-3.236394, 3.030810, 3.955709], [-2.869094, 3.760709, 6.255608], [-0.661487, 3.417103, 7.339100], [1.167299, 2.340703, 6.047794], [0.774676, 1.566062, 3.733936], [0.673213, 2.430511, 0.669917], [0.937416, 4.391438, -0.790754], [-0.892007, 6.060896, -1.002154], [-2.990052, 5.731260, 0.284923], [-3.245644, 3.774964, 1.737912], [8.569765, -1.749400, 0.212091], [7.211240, -1.157261, 0.483866], [6.747356, -0.982385, 1.782239], [5.493519, -0.438488, 2.030781], [4.679063, -0.056277, 0.978294], [5.130228, -0.225919, -0.326534], [6.383597, -0.768364, -0.567083], [2.996126, 0.517180, 1.256684], [2.625491, 1.163915, 0.000144], [3.103605, 1.431705, 2.388918], [2.270643, -0.702759, 1.536402], [9.041937, -2.091893, 1.134384], [9.239990, -1.020289, -0.251559], [8.502778, -2.603570, -0.465858], [7.375919, -1.282268, 2.615791], [5.137924, -0.305718, 3.045203], [4.473062, 0.068523, -1.134117], [6.721739, -0.898899, -1.591036], [-0.228122, -3.183461, 1.589714], [-0.730596, -1.906341, 1.835280], [-2.111942, -2.149499, 2.024242], [-0.342053, -1.616554, 2.815192]], "atomic_forces_ev_per_a": [[-0.5785, 0.3288, -0.4805], [-0.2514, -0.3912, 0.3044], [0.1788, 0.1417, -0.3311], [-0.0672, -0.0799, -0.0070], [0.0798, 0.0153, 0.1194], [0.0305, -0.0445, 0.0988], [-0.0549, -0.0290, -0.0218], [0.0342, 0.0118, -0.0448], [0.0191, -0.1609, -0.0091], [-0.0008, -0.0210, 0.1069], [0.1693, 0.2626, 0.0774], [-0.3885, -0.2633, 0.0855], [-0.0007, -0.0572, -0.1400], [-0.0064, 0.0164, 0.0278], [0.0109, 0.0038, 0.0197], [-0.0130, 0.0048, -0.0181], [0.0191, 0.0036, 0.0314], [-0.0283, -0.0315, 0.0104], [-0.0349, 0.0337, -0.0261], [-0.0138, -0.0309, -0.0035], [-0.0164, 0.0069, 0.0264], [0.0181, -0.0104, -0.0340], [-0.0127, 0.0019, 0.0166], [0.0108, 0.0044, -0.0052], [0.1999, 0.5682, -0.3588], [-0.0836, -0.0126, 0.0095], [0.0057, 0.0236, -0.0002], [0.0128, 0.0000, -0.0210], [-0.0030, 0.0004, 0.0112], [0.0156, -0.0101, -0.0105], [0.0169, 0.0084, 0.0270], [-0.0100, 0.0202, 0.0175], [-0.0051, -0.0095, 0.0399], [0.0106, 0.0085, -0.0178], [0.0110, -0.0046, -0.0115], [-0.0041, -0.0160, 0.0162], [-0.0117, -0.0197, -0.0250], [0.0383, -0.0295, 0.0625], [-0.0113, -0.0370, -0.0491], [-0.0168, 0.0156, -0.0229], [-0.0005, 0.0122, -0.0058], [-0.0214, -0.0205, 0.0179], [0.0124, 0.0155, -0.0865], [-0.0118, -0.0208, 0.0051], [-0.0013, -0.0119, -0.0062], [-0.0010, -0.0079, 0.0031], [0.0023, -0.0007, -0.0014], [-0.0121, 0.0042, -0.0032], [0.0349, 0.0155, 0.0093], [-0.0040, 0.0032, -0.0156], [0.0092, -0.0044, -0.0010], [0.0080, 0.0030, 0.0084], [0.0065, 0.0016, -0.0023], [-0.0073, -0.0036, -0.0084], [0.0016, -0.0018, 0.0172], [0.0034, -0.0008, 0.0023], [0.0034, 0.0146, -0.0073], [-0.0035, -0.0003, 0.0070], [-0.0140, 0.0176, -0.0254], [0.0018, 0.0122, 0.0060], [0.0000, -0.0020, 0.0013], [-0.0021, 0.0016, 0.0030], [0.0026, -0.0012, -0.0070], [-0.0021, 0.0119, -0.0016], [0.0420, -0.0080, -0.0033], [-0.0207, 0.0142, -0.0478], [0.0153, 0.0042, 0.0579], [0.0102, 0.0614, 0.0643], [-0.0693, -0.1068, -0.3102], [0.0396, 0.0016, 0.1022], [-0.0017, 0.0165, 0.0019], [0.0554, 0.3612, 0.1193], [0.0025, 0.0173, 0.0960], [0.0707, -0.0401, -0.0369], [0.3035, -0.2098, 0.2145], [-0.0134, 0.0031, 0.0051], [-0.0090, 0.0054, -0.0011], [-0.0076, 0.0020, 0.0000], [0.0004, 0.0007, -0.0051], [-0.0194, -0.0002, -0.0120], [0.0074, -0.0053, -0.0174], [0.0096, -0.0133, 0.0054], [-0.0929, 0.0081, -0.0941], [0.4763, -0.4080, 0.4367], [-0.0104, 0.0022, 0.0233], [-0.0615, 0.0345, 0.0218]]}



{"formula": "C20H16InN5Te", "method": "ωB97M-V with the def2-TZVPD basis set", "charge": 2, "molar_mass_g_mol": 568.80, "e_above_lowest_kcal_mol": 0.0, "species": ["In", "N", "C", "N", "C", "N", "N", "C", "C", "C", "C", "C", "C", "N", "C", "C", "C", "C", "C", "C", "H", "H", "H", "H", "H", "H", "H", "H", "H", "H", "H", "Te", "C", "C", "C", "C", "C", "C", "H", "H", "H", "H", "H"], "positions_angstrom": [[-0.776176, -0.697546, 0.740305], [3.603306, -1.176331, 0.144339], [2.309490, -1.387319, 0.190978], [1.426058, -0.439033, 0.451946], [1.864009, 0.860276, 0.715158], [1.031455, 1.815139, 1.003197], [-0.274281, 1.407369, 0.993149], [-1.198169, 2.278670, 1.119069], [-2.595506, 1.840448, 1.017062], [-3.644556, 2.709920, 1.225798], [-4.945067, 2.225244, 1.097006], [-5.138216, 0.899885, 0.759797], [-4.025639, 0.089405, 0.563066], [-2.785327, 0.548344, 0.688308], [3.288303, 1.139021, 0.660924], [3.811889, 2.415116, 0.888474], [5.172988, 2.616192, 0.823128], [6.031259, 1.553409, 0.531376], [5.533921, 0.285981, 0.302420], [4.162176, 0.091940, 0.370131], [4.215233, -1.954064, -0.064740], [1.959556, -2.392575, -0.001046], [-0.947477, 3.323973, 1.271309], [-3.453439, 3.742680, 1.485443], [-5.789655, 2.881417, 1.257616], [-6.129752, 0.486574, 0.640931], [-4.135768, -0.951271, 0.281805], [3.136880, 3.228542, 1.113288], [5.581190, 3.601864, 0.997735], [7.098374, 1.722313, 0.482710], [6.197506, -0.539275, 0.075187], [-1.731910, -3.113836, 1.023352], [0.090719, -4.098088, 0.589536], [0.925959, -4.480672, 1.634768], [2.110933, -5.148771, 1.350177], [2.453232, -5.433224, 0.033930], [1.607577, -5.060438, -1.004536], [0.417324, -4.397316, -0.730643], [0.657970, -4.268867, 2.661715], [2.756599, -5.461427, 2.160419], [3.365819, -5.973926, -0.181502], [1.859801, -5.307423, -2.027592], [-0.250187, -4.128918, -1.539294]], "atomic_forces_ev_per_a": [[-0.2180, 0.0287, 0.0034], [0.0385, 0.0170, 0.0024], [-0.0219, 0.0949, -0.0053], [0.0751, -0.0108, -0.0356], [-0.0532, -0.0391, 0.0153], [0.0360, -0.0014, -0.0140], [0.0407, 0.0279, 0.0479], [-0.0114, 0.0019, -0.0183], [0.0156, 0.0028, 0.0043], [-0.0419, 0.0274, 0.0015], [0.0138, 0.0134, 0.0081], [-0.0051, -0.0042, -0.0089], [0.0125, -0.0286, -0.0373], [0.1049, 0.0194, 0.0350], [-0.0027, -0.0056, 0.0174], [-0.0125, 0.0180, 0.0131], [0.0071, 0.0119, 0.0007], [0.0125, 0.0028, -0.0006], [0.0194, -0.0197, -0.0015], [0.0002, -0.0092, -0.0091], [-0.0063, -0.0081, 0.0000], [-0.0355, -0.1313, -0.0128], [-0.0041, 0.0092, -0.0188], [-0.0027, -0.0076, -0.0010], [0.0024, 0.0027, -0.0038], [0.0096, 0.0039, 0.0025], [0.0045, -0.0096, 0.0131], [0.0056, -0.0097, -0.0034], [-0.0022, -0.0076, 0.0000], [-0.0051, -0.0012, -0.0010], [-0.0076, 0.0096, 0.0017], [-0.0546, -0.1104, 0.0152], [0.0462, 0.0128, -0.0046], [0.0304, 0.0581, -0.0039], [0.0128, 0.0142, -0.0021], [0.0015, -0.0013, -0.0030], [-0.0037, -0.0140, 0.0026], [0.0153, 0.0378, -0.0025], [-0.0016, -0.0104, 0.0000], [-0.0082, -0.0029, -0.0031], [-0.0042, 0.0167, 0.0005], [-0.0034, 0.0042, 0.0067], [0.0012, -0.0025, -0.0009]]}



{"formula": "C2H11NO2S", "method": "ωB97M-V with the def2-TZVPD basis set", "charge": 0, "molar_mass_g_mol": 113.18, "smiles": "NCCS.O.O", "e_above_lowest_kcal_mol": 34.3, "species": ["C", "C", "S", "N", "H", "H", "H", "H", "H", "H", "H", "H", "H", "O", "H", "H", "O"], "positions_angstrom": [[-1.539439, 1.834936, -0.398038], [-0.042270, 1.303789, -0.508974], [0.372871, 0.918449, -2.357916], [-2.106897, 1.953318, 0.988145], [-2.017396, 0.936665, -0.763654], [-1.727482, 2.746272, -0.991845], [-0.116116, 0.406785, 0.039406], [0.712235, 1.879641, 0.001554], [1.623662, 1.079441, -2.103474], [-1.840533, 2.822678, 1.323686], [-1.775934, 1.258504, 1.627427], [-0.610954, -2.943569, -1.586222], [-0.480122, -1.957708, -0.450037], [-0.228828, -2.917518, -0.728466], [2.951000, -2.321211, 1.945709], [3.219955, -3.936566, 1.764679], [3.606255, -3.063907, 2.198023]], "atomic_forces_ev_per_a": [[0.9352, -1.1975, 0.8934], [-1.5127, 0.9824, -1.0723], [-1.6790, 0.3713, 1.8341], [0.1050, -0.5443, -2.2774], [-0.8332, 0.3264, -0.9223], [-0.0614, -0.5988, 0.3517], [0.3220, -1.4511, 0.3954], [0.3223, 0.6223, -0.3666], [1.6233, 0.0812, -0.0380], [0.4740, 1.9098, 1.1176], [0.2773, -0.5130, 0.1179], [-0.4435, -0.2953, -1.3499], [0.8103, -2.5779, -0.5812], [-0.3270, 2.8896, 1.9157], [1.4986, -2.0580, 0.4852], [1.0444, 2.9558, 1.2912], [-2.5556, -0.9030, -1.7946]]}



| no. | E (eV) |
| --- | --- |
| 1 | -28943.7715 |
| 2 | -74330.9810 |
| 3 | -40903.5398 |
| 4 | -18671.3859 |